No. 1
The following is a quantum chemistry calculation of 11 unconnected molecules or ions with the total composition C36H80F12N11O26S12 at a distorted geometry, from OMol25.

Computed properties:
* net charge: -1
* F_max: 0.1934 hartree/bohr
* DFT total energy: -9954.4459 hartree

Atoms and positions in Å:
C  -0.0822  1.3755  1.4063
C  0.1680  0.3103  0.3834
O  0.7143  -0.7160  0.6869
N  -0.3068  0.5491  -0.9834
H  -0.3540  1.5433  -1.2620
H  0.3133  0.0107  -1.5918
C  -1.7025  -0.0412  -1.1574
H  -1.1074  1.2292  1.7565
H  -0.0783  2.3724  0.9645
H  0.6599  1.2696  2.1955
H  -1.5449  -1.1184  -1.1314
H  -2.1358  0.2519  -2.1116
H  -2.3296  0.2480  -0.3154
C  2.1998  -4.8387  -0.4242
C  1.3513  -5.1821  0.8533
C  0.0445  -4.2875  0.9353
C  -1.0000  -4.6827  -0.0520
C  -1.3966  -6.1450  0.1245
C  -0.2412  -7.1550  0.0021
N  1.0096  -6.6683  0.7837
O  1.9315  -7.4561  1.2877
C  0.1091  -7.2609  -1.5087
C  -0.6136  -8.5072  0.5031
C  2.1045  -4.7787  2.1369
H  2.9441  -5.6147  -0.6076
H  2.7765  -3.9527  -0.1582
H  1.6638  -4.6464  -1.3520
H  0.1970  -3.2076  0.9204
H  -0.3909  -4.3983  1.9308
H  -0.7928  -4.3678  -1.0776
H  -1.8025  -3.9743  0.1665
H  -2.2409  -6.3241  -0.5412
H  -1.8317  -6.1763  1.1252
H  0.9518  -7.9324  -1.6717
H  0.2647  -6.2976  -1.9938
H  -0.7392  -7.6428  -2.0768
H  -1.0847  -8.5849  1.4840
H  0.2372  -9.1835  0.4210
H  -1.4264  -8.9848  -0.0466
H  3.0980  -5.2289  2.1125
H  1.7104  -5.2539  3.0368
H  2.1371  -3.7092  2.3385
C  -1.3575  -5.4635  -6.7089
C  -2.3944  -4.4428  -6.5502
C  -2.9490  -4.3125  -5.1251
N  -3.4738  -2.8994  -4.7806
C  -2.6072  -1.7089  -5.0978
C  -3.7071  -2.8235  -3.2480
C  -5.2350  -2.8200  -3.1270
C  -5.8871  -3.2310  -4.4979
C  -4.8853  -2.6871  -5.4115
H  -1.4747  -6.4136  -6.1858
H  -0.4247  -5.1172  -6.2514
H  -0.8860  -5.6648  -7.6712
H  -3.2403  -4.6379  -7.2152
H  -2.1283  -3.4723  -6.9719
H  -2.1484  -4.5283  -4.4177
H  -3.7686  -5.0156  -4.9826
H  -1.5720  -1.9482  -4.8552
H  -3.0642  -0.8495  -4.6128
H  -2.5285  -1.5250  -6.1700
H  -3.2440  -2.0061  -2.6975
H  -3.1725  -3.6919  -2.8638
H  -5.6539  -1.8154  -3.0358
H  -5.5814  -3.2690  -2.1967
H  -6.9066  -2.9443  -4.7503
H  -5.9047  -4.3230  -4.4855
H  -4.8982  -1.6048  -5.5316
H  -4.8726  -3.2372  -6.3524
C  8.7235  1.4785  -0.3281
C  7.5070  0.6472  -0.6733
C  6.2428  1.5256  -0.7875
N  4.8762  0.8246  -0.9013
C  3.8424  1.7827  -1.5207
C  4.4165  0.4278  0.4527
C  3.9373  -0.9849  0.2460
C  4.8414  -1.5087  -0.8799
C  4.8230  -0.3701  -1.8522
H  8.6453  1.8268  0.7039
H  8.7334  2.4051  -0.9032
H  9.6909  0.9825  -0.3917
H  7.3109  -0.2667  -0.1126
H  7.7969  0.2160  -1.6356
H  6.2245  2.2262  -1.6254
H  6.2949  2.3077  -0.0264
H  2.8311  1.3906  -1.4309
H  4.0867  1.8917  -2.5768
H  3.9264  2.7432  -1.0127
H  3.6775  1.1429  0.8119
H  5.2564  0.4786  1.1438
H  2.8809  -1.1452  0.0240
H  3.9586  -1.3885  1.2613
H  4.4879  -2.4263  -1.3485
H  5.8131  -1.6542  -0.4071
H  3.9157  -0.3789  -2.4563
H  5.5660  -0.3764  -2.6501
C  -3.2481  7.9601  6.0494
C  -3.0091  7.7732  4.5393
C  -2.3877  6.3951  4.2740
N  -2.3984  6.0619  2.7696
C  -3.7772  5.7610  2.2994
C  -1.7518  7.0755  1.8269
C  -0.2597  6.7281  1.7450
C  -0.1010  5.1975  2.0451
C  -1.5143  4.7886  2.5531
H  -3.9486  7.3028  6.5635
H  -3.4106  9.0307  6.1620
H  -2.3041  7.6532  6.5055
H  -2.3738  8.6257  4.3003
H  -3.9707  7.8888  4.0391
H  -2.8259  5.6473  4.9353
H  -1.3379  6.3842  4.5711
H  -4.2013  5.0972  3.0526
H  -3.9110  5.3890  1.2861
H  -4.3506  6.6786  2.4364
H  -2.2885  7.0985  0.8793
H  -1.9319  8.0546  2.2702
H  0.2427  6.9635  0.8080
H  0.1960  7.3644  2.5054
H  0.1674  4.7507  1.0881
H  0.6943  4.8741  2.7155
H  -1.9168  4.1412  1.7787
H  -1.2939  4.3817  3.5379
N  -0.6907  3.1781  -1.5240
S  -2.0124  4.0917  -1.9012
O  -2.1108  4.8708  -3.1181
O  -2.6926  4.5798  -0.7328
F  -2.9747  2.8134  -2.0946
S  0.3860  4.2946  -1.9062
O  0.3068  5.6111  -1.2931
O  0.6986  4.2877  -3.3028
F  1.6649  3.6901  -1.2389
N  -3.7064  2.9301  5.1581
S  -5.3875  2.9688  5.2756
O  -5.7646  2.1902  6.4426
O  -6.1738  2.7399  4.0921
F  -5.5983  4.5513  5.5519
S  -3.5597  2.0389  3.9643
O  -3.4288  2.5129  2.6109
O  -4.0574  0.6664  4.1848
F  -2.0212  1.6411  4.0905
N  2.6550  -1.9298  4.8003
S  3.1637  -0.2997  4.6929
O  3.9500  0.1361  3.5229
O  3.4659  0.3157  5.9888
F  1.7590  0.4315  4.4829
S  4.0729  -2.4075  4.8374
O  4.7239  -2.2509  6.0862
O  4.8675  -2.2801  3.6205
F  3.8364  -3.9395  4.9107
N  1.2082  -0.5547  -3.0572
S  1.3365  0.2085  -4.4437
O  0.2211  0.0170  -5.3856
O  2.6329  0.5551  -4.9783
F  1.0117  1.6324  -3.7939
S  1.5045  -2.0593  -3.7457
O  2.4048  -2.2303  -4.8451
O  0.2862  -2.8213  -3.7195
F  2.3016  -2.6497  -2.4730
N  4.5294  5.0939  2.9929
S  4.0850  3.6316  2.8835
O  5.0780  2.6226  2.5021
O  2.7376  3.4289  2.4052
F  3.8308  3.2354  4.4131
S  5.3009  5.1659  1.5028
O  4.5482  5.0823  0.2657
O  6.6477  4.6723  1.4002
F  5.5978  6.7438  1.6168
N  -5.5736  -1.6531  1.5012
S  -5.6560  -0.3559  0.7076
O  -4.9540  -0.2338  -0.5717
O  -5.7567  0.8220  1.5363
F  -7.2029  -0.5732  0.1745
S  -3.9034  -1.8794  1.2824
O  -3.0261  -0.9762  2.0276
O  -3.3631  -2.3948  0.0294
F  -3.7111  -3.2174  2.2133

No. 2
The following is a quantum chemistry calculation of 5 unconnected molecules or ions with the total composition C36H80F3O2S at a distorted geometry, from OMol25.

Computed properties:
* net charge: +1
* F_max: 0.0246 hartree/bohr
* DFT total energy: -2267.6737 hartree

Atoms and positions in Å:
C  0.3161  -0.9284  3.7514
C  -0.2427  -0.7688  2.3255
C  0.1668  -1.9022  1.3905
C  -0.5614  -1.8663  0.0495
C  -2.0905  -2.0911  0.1785
C  -2.9545  -0.9125  -0.3015
S  -3.6087  -0.0852  1.1605
C  -5.1337  -1.0323  1.5677
O  -5.7213  -0.4321  2.6452
C  -5.4693  -1.0117  3.9340
C  -4.0052  -1.2301  4.2645
C  -4.2658  1.5088  0.6633
C  -3.1495  2.5691  0.7803
O  -1.8834  1.9754  0.6681
C  -3.2781  3.4646  2.0385
F  -4.2836  3.0533  2.8449
F  -2.1300  3.4288  2.7704
F  -3.5316  4.7488  1.6734
H  -0.4529  -1.3326  4.4031
H  0.5610  0.0505  4.1545
H  1.1901  -1.5675  3.7646
H  0.0838  0.1667  1.8740
H  -1.3284  -0.7885  2.4085
H  1.2278  -1.7776  1.1714
H  0.0588  -2.8722  1.8720
H  -0.1596  -2.6637  -0.5681
H  -0.3864  -0.9124  -0.4433
H  -2.3679  -2.9725  -0.3898
H  -2.3143  -2.3163  1.2219
H  -3.8148  -1.2948  -0.8465
H  -2.4031  -0.1983  -0.8984
H  -5.7951  -0.9608  0.7050
H  -4.8533  -2.0739  1.7048
H  -5.8812  -0.3036  4.6447
H  -6.0400  -1.9315  4.0429
H  -3.5777  -2.0556  3.6970
H  -3.4335  -0.3392  4.0103
H  -3.8788  -1.4260  5.3211
H  -5.1514  1.6950  1.2613
H  -4.5862  1.4378  -0.3736
H  -3.2367  3.2206  -0.0814
H  -1.5707  1.6649  1.5237
C  -3.8827  -2.2504  -5.1155
C  -3.0896  -3.1313  -4.1544
C  -1.7661  -2.5098  -3.7086
C  -0.7653  -2.2494  -4.8343
C  -0.3882  -3.4857  -5.6473
C  0.2920  -4.5745  -4.8219
H  -3.3368  -2.0712  -6.0416
H  -4.8294  -2.7213  -5.3806
H  -4.1063  -1.2809  -4.6632
H  -2.9095  -4.1056  -4.6135
H  -3.7015  -3.3245  -3.2663
H  -1.3104  -3.1612  -2.9549
H  -1.9714  -1.5587  -3.1985
H  0.1427  -1.8190  -4.4001
H  -1.1644  -1.4870  -5.5081
H  0.2854  -3.1769  -6.4497
H  -1.2737  -3.8982  -6.1390
H  1.2039  -4.1971  -4.3546
H  0.5665  -5.4172  -5.4573
H  -0.3618  -4.9566  -4.0357
C  5.0415  4.2478  3.6118
C  4.0339  4.6561  2.5410
C  2.5894  4.3249  2.9127
C  2.3050  2.8363  3.1154
C  2.6308  1.9496  1.9150
C  1.8134  2.2849  0.6710
H  5.0434  3.1694  3.7781
H  6.0509  4.5368  3.3189
H  4.8141  4.7391  4.5598
H  4.2989  4.1872  1.5893
H  4.1069  5.7337  2.3774
H  1.9234  4.7245  2.1422
H  2.3307  4.8535  3.8355
H  1.2432  2.7182  3.3660
H  2.8589  2.4725  3.9848
H  2.4366  0.9081  2.1935
H  3.6954  2.0047  1.6778
H  0.7426  2.2022  0.8750
H  2.0544  1.6003  -0.1446
H  2.0081  3.2974  0.3174
C  -1.5279  -7.3040  -7.3726
C  -0.2704  -7.3105  -8.2366
C  -0.1180  -6.0549  -9.0938
C  -1.2375  -5.8303  -10.1115
C  -1.4469  -6.9770  -11.0990
C  -0.2301  -7.2526  -11.9778
H  -2.4357  -7.2745  -7.9764
H  -1.5756  -8.1996  -6.7517
H  -1.5327  -6.4344  -6.7098
H  -0.2640  -8.2029  -8.8670
H  0.6056  -7.3928  -7.5872
H  0.8438  -6.0951  -9.6117
H  -0.0680  -5.1804  -8.4353
H  -1.0171  -4.9165  -10.6718
H  -2.1776  -5.6393  -9.5856
H  -2.2971  -6.7295  -11.7393
H  -1.7261  -7.8889  -10.5641
H  0.0452  -6.3642  -12.5495
H  -0.4387  -8.0541  -12.6869
H  0.6355  -7.5558  -11.3873
C  3.1383  5.4571  7.4450
C  3.4163  6.9573  7.4081
C  4.8384  7.3022  6.9686
C  5.9437  6.7768  7.8855
C  5.8449  7.2366  9.3391
C  5.9465  8.7500  9.5067
H  3.7794  4.9429  8.1619
H  2.1032  5.2643  7.7316
H  3.3014  5.0122  6.4604
H  3.2083  7.3931  8.3885
H  2.7167  7.4283  6.7123
H  4.9243  8.3880  6.8773
H  5.0060  6.9027  5.9626
H  6.9091  7.0929  7.4787
H  5.9522  5.6832  7.8594
H  6.6503  6.7631  9.9058
H  4.9117  6.8809  9.7845
H  6.8885  9.1232  9.1005
H  5.9050  9.0264  10.5607
H  5.1314  9.2690  9.0003

No. 3
The following is a quantum chemistry calculation of 6 unconnected molecules or ions with the total composition C36H80N4O6 at a distorted geometry, from OMol25.

Computed properties:
* net charge: 0
* F_max: 0.0993 hartree/bohr
* DFT total energy: -2089.8369 hartree
* energy above the lowest of the compared OMol25 structures with the same formula, charge and spin: 3.753 eV

Atoms and positions in Å:
C  -2.5987  5.1249  -0.4973
C  -1.3330  4.5903  0.1448
C  -0.1474  4.9117  -0.7232
C  -1.2481  5.2749  1.5237
C  -0.2399  4.6560  2.4705
C  -0.6121  3.1655  2.7671
C  -0.7156  2.3852  1.4251
C  0.7405  1.9627  1.0126
C  -1.5285  1.0630  1.7766
N  -1.3858  3.1286  0.3283
O  -1.5405  2.4184  -0.8537
H  -2.7771  4.4596  -1.3421
H  -3.5400  5.0230  0.0428
H  -2.4771  6.1462  -0.8584
H  -0.1500  5.9594  -1.0239
H  0.8474  4.6451  -0.3662
H  -0.2606  4.3789  -1.6673
H  -0.9240  6.3074  1.3933
H  -2.2176  5.3418  2.0175
H  0.7453  4.7564  2.0153
H  -0.2064  5.1676  3.4324
H  -1.5955  3.3083  3.2149
H  0.1738  2.8133  3.4353
H  0.7326  1.7503  -0.0565
H  1.0778  1.1213  1.6179
H  1.4762  2.7546  1.1530
H  -1.2579  0.3092  1.0373
H  -2.5721  1.3076  1.5786
H  -1.3555  0.5593  2.7276
H  -2.3357  1.9528  -0.5845
C  3.4335  -1.7579  1.7358
C  2.7329  -2.4581  2.9227
C  3.4942  -3.7032  3.4240
C  2.6383  -1.3529  4.1291
C  1.8170  -1.8782  5.2835
C  0.4267  -2.0880  4.7078
C  0.3080  -3.0755  3.5226
C  0.3141  -4.5494  4.0958
C  -1.0468  -2.8126  2.8297
N  1.3547  -2.8172  2.4651
O  1.4342  -3.8076  1.4517
H  4.1062  -0.9843  2.1059
H  3.9788  -2.4510  1.0952
H  2.7831  -1.1489  1.1079
H  3.0644  -3.9581  4.3928
H  3.4428  -4.5071  2.6897
H  4.5234  -3.3466  3.3820
H  3.6951  -1.1728  4.3262
H  2.1107  -0.4669  3.7757
H  2.3317  -2.6871  5.8020
H  1.9194  -1.0754  6.0137
H  -0.0522  -1.1364  4.4773
H  -0.0871  -2.5788  5.5345
H  0.4100  -5.3275  3.3386
H  -0.7047  -4.7961  4.3947
H  1.0265  -4.6963  4.9076
H  -1.8294  -2.7292  3.5838
H  -1.3743  -3.5793  2.1276
H  -1.0927  -1.9115  2.2180
H  1.8370  -4.5892  1.8370
C  4.0679  2.7857  -0.8121
C  5.1574  2.3425  -1.7833
C  5.8225  3.5956  -2.3356
C  6.1657  1.5498  -0.7937
C  5.8470  0.1191  -0.4329
C  5.4578  -0.6616  -1.7409
C  4.4192  -0.0118  -2.6180
C  4.2833  -0.7182  -3.9664
C  3.0785  -0.1422  -1.8672
N  4.6971  1.4481  -2.9013
O  3.8225  2.0812  -3.7049
H  4.2478  3.7936  -0.4381
H  3.1220  2.9654  -1.3232
H  3.9897  1.9615  -0.1032
H  6.4125  4.0823  -1.5590
H  6.6658  3.4407  -3.0086
H  5.1501  4.3334  -2.7735
H  7.1205  1.7120  -1.2938
H  6.1998  2.0016  0.1976
H  6.7073  -0.3241  0.0688
H  4.9925  0.1307  0.2437
H  5.2571  -1.6947  -1.4570
H  6.3759  -0.7210  -2.3254
H  3.4168  -0.2560  -4.4393
H  4.0736  -1.7820  -3.8550
H  5.1742  -0.5620  -4.5747
H  2.7183  -1.1493  -2.0772
H  2.2836  0.5502  -2.1442
H  3.1252  -0.0001  -0.7875
H  4.3890  2.5035  -4.3547
C  -4.8938  0.6715  -2.3671
C  -4.5336  -0.7665  -1.9586
C  -2.9948  -0.8433  -1.8778
C  -4.9280  -1.1104  -0.5516
C  -6.4138  -1.3718  -0.2762
C  -6.9445  -2.4071  -1.3394
C  -6.5414  -2.1183  -2.8434
C  -6.9285  -3.3023  -3.6522
C  -7.3979  -0.9591  -3.3214
N  -5.0687  -1.7622  -2.8906
O  -4.5462  -1.8217  -4.1490
H  -4.0677  1.3783  -2.4462
H  -5.2573  0.7791  -3.3890
H  -5.7454  1.1806  -1.9157
H  -2.6878  -0.0966  -1.1456
H  -2.5070  -1.7493  -1.5181
H  -2.5770  -0.6108  -2.8574
H  -4.3659  -1.9721  -0.1916
H  -4.6558  -0.2553  0.0673
H  -6.5751  -1.7610  0.7290
H  -6.9328  -0.4350  -0.4791
H  -8.0283  -2.4007  -1.2231
H  -6.6246  -3.4261  -1.1215
H  -8.0007  -3.4393  -3.7919
H  -6.6922  -4.2848  -3.2436
H  -6.5561  -3.3617  -4.6749
H  -7.5588  -0.1917  -2.5642
H  -8.3586  -1.3277  -3.6809
H  -6.9982  -0.4713  -4.2104
H  -5.1198  -1.2453  -4.6592
O  0.4989  -1.9144  -0.4933
H  1.0228  -2.2546  0.2319
H  -0.3656  -1.7592  -0.1127
O  1.7228  -4.0172  -1.5977
H  1.1881  -3.2487  -1.3985
H  2.4229  -3.9981  -0.9452

Number 1: E_LUMO -3.3 eV, HOMO -6.708 eV, orbital gap 3.41 eV. Number 2: E_LUMO -2.4 eV, HOMO -12.056 eV, orbital gap 9.65 eV. Number 3: E_LUMO 0.5 eV, HOMO -7.675 eV, orbital gap 8.17 eV.